(1)
The following is a quantum chemistry calculation of a molecular structure, C47H43CoN6O3, from OMol25.

XYZ file:
```
100
Properties=species:S:1:pos:R:3:forces:R:3
C -0.01578 0.18708 3.95588 0.0 0.0 0.0
C -5.31953 1.55060 -2.84167 0.1 0.0 0.0
C -4.92843 1.20465 -1.50888 0.0 0.0 0.0
O -0.86235 -1.44111 -0.08606 -0.2 0.0 0.1
H 6.10384 -0.48503 -2.31685 0.0 0.0 0.0
C -1.53792 -1.52970 -5.56135 0.0 0.0 0.0
C 1.47746 -0.88235 -2.57624 0.0 -0.2 0.0
C -0.87595 -1.45723 -3.24586 -0.1 0.1 0.0
H 3.76263 2.90098 -4.26429 0.0 0.0 0.0
H 1.78570 5.92715 -1.37048 0.0 0.0 0.0
C 2.92991 -2.02190 0.64035 0.0 0.0 0.1
N 0.93865 1.88233 0.28299 -0.1 0.2 0.1
H 0.01030 -1.10301 -6.98967 0.0 0.0 0.0
C -2.05395 2.05702 -4.40688 0.0 0.0 0.1
C -0.11623 3.27492 -3.42949 0.0 0.0 -0.1
H 0.16903 1.24685 3.76137 0.0 0.0 0.0
C -3.63089 1.13953 -1.12873 -0.1 0.0 0.1
C -3.44405 -4.68250 0.28262 0.0 0.0 0.0
C 1.90369 4.52303 -2.98051 0.0 0.0 0.0
C 2.61393 3.57321 0.43138 0.0 0.0 0.0
H -0.13411 4.47168 2.20599 0.0 0.0 0.0
C 0.10752 2.61713 1.12436 0.1 0.0 0.0
H 3.60907 -2.73564 3.41406 0.0 0.0 0.0
H 3.40616 -1.17269 0.14625 0.0 0.0 0.0
O 1.75331 2.89592 -4.78534 0.0 -0.1 0.0
H 2.15203 -2.37995 -0.03490 0.0 0.0 0.0
H -2.85677 -1.91884 -3.91267 0.0 0.0 0.0
C 3.09470 -2.47277 -3.68264 0.0 -0.1 0.1
C -1.88268 -1.28913 0.72036 0.1 -0.1 0.0
H 3.79600 0.26481 -1.84019 0.0 0.0 0.0
H -2.76382 3.21876 1.78107 0.0 0.0 0.0
C 0.41861 -1.11358 -3.62008 0.0 0.1 0.1
C 0.72841 -0.98634 -4.97227 0.0 0.0 0.0
H -0.56400 5.38400 -0.82749 0.0 0.0 0.0
C 1.05495 -0.64369 3.35526 0.0 0.0 0.1
O -1.35162 1.30636 -1.74067 0.4 0.0 0.0
H -0.98813 -0.06104 3.52583 0.0 0.0 0.0
H -5.69500 0.95184 -0.78515 0.0 0.0 0.0
N -1.11906 0.70001 1.07267 -0.2 0.2 0.0
C 1.97804 -1.44976 4.13121 0.0 0.0 -0.1
C 1.25129 5.18257 -1.94432 0.0 0.0 0.0
C 5.47437 -2.18748 -3.46380 0.0 0.0 0.0
C 3.96940 -0.62727 -2.42827 0.0 0.1 0.0
N -2.10699 -0.19598 1.39048 0.0 0.1 0.1
H 2.72925 1.75130 -0.69320 0.0 0.0 0.0
C -2.83258 -2.41834 0.84455 0.0 0.0 -0.1
H 1.98044 -1.53239 5.20660 0.0 0.0 0.0
C -4.35552 1.82886 -3.74639 0.0 0.0 0.0
H -1.63113 -3.70709 -0.35678 0.0 0.0 0.0
C 1.76803 4.35652 1.24773 0.0 -0.1 0.0
H 3.26658 4.17921 -5.40651 0.0 0.0 0.0
H -1.72681 3.11148 3.20773 0.0 0.0 0.0
C -4.01405 -2.29159 1.57323 0.0 0.0 0.0
H -0.23072 2.25722 -5.18365 0.0 0.1 0.0
C 2.34524 -1.60054 1.93444 0.0 -0.1 0.0
C -1.06470 1.94845 1.52426 -0.1 -0.1 0.0
H -1.77810 3.70847 -2.16410 0.0 0.1 0.0
H 3.67386 -2.80306 0.79047 0.0 0.0 0.0
H -2.77532 1.75148 2.76476 0.0 0.0 0.0
H 2.93268 4.76139 -3.20463 0.0 0.0 0.0
C -1.84965 -1.66028 -4.21479 0.0 0.0 0.0
N 1.24795 -0.38941 -1.44623 0.1 -0.1 -0.4
H 2.25171 -3.03765 -4.06032 0.0 0.0 0.0
C 3.11151 3.13992 -5.10735 0.0 0.0 0.0
C -2.54663 1.44985 -2.04017 -0.3 -0.3 -0.2
C -4.62081 -4.55006 1.00524 0.0 0.0 0.0
H -0.04533 0.02979 5.03301 0.0 0.0 0.0
H -1.11400 -1.55049 -2.19474 0.0 0.0 0.0
C 2.79408 -2.05302 3.23370 -0.1 0.1 -0.1
C 1.22542 3.56763 -3.71699 0.0 0.0 0.0
C 2.87267 -1.33365 -2.91359 0.0 0.1 0.0
H 1.73903 -0.73985 -5.26846 0.0 0.1 0.0
H -4.62103 2.08806 -4.76581 0.0 0.0 0.0
H 6.48196 -2.51978 -3.67751 0.0 0.0 0.0
C -2.96413 1.84480 -3.38656 0.0 0.1 0.0
H 2.10387 5.31821 1.61449 0.0 0.0 0.0
N 1.30545 -0.74874 2.03612 0.1 -0.1 -0.1
H 4.54518 -3.79071 -4.54474 0.0 0.0 0.0
H -2.40637 1.89247 -5.42234 0.0 -0.1 0.0
C -2.55355 -3.62147 0.20175 0.0 0.0 0.0
C 0.52591 3.89178 1.57487 0.0 0.0 0.0
C -0.74627 3.92721 -2.38406 0.0 0.0 0.0
C 2.13618 2.37235 -0.03428 0.0 0.0 0.0
H -6.36461 1.57908 -3.11640 0.0 0.0 0.0
C 5.26182 -1.04692 -2.70077 0.0 0.0 0.0
N -0.77692 2.43575 -4.35256 0.0 -0.1 0.1
C -0.06223 4.88107 -1.64265 0.0 0.1 0.0
C -2.13993 2.54320 2.37274 0.0 0.0 0.0
H -4.22314 -1.35438 2.07052 0.0 0.0 0.0
H -5.81724 -3.24669 2.21916 0.0 0.0 0.0
H -3.21753 -5.61582 -0.21718 0.0 0.0 0.0
H 3.60248 3.90758 0.15337 0.0 0.0 0.0
H -3.37260 0.81832 -0.12817 0.0 0.1 0.0
C -4.90118 -3.35196 1.65172 0.0 0.0 0.0
Co 0.18445 0.15164 -0.11582 -0.2 0.0 0.3
C 4.38755 -2.89970 -3.95080 0.0 0.0 0.0
C -0.24353 -1.19359 -5.94009 0.0 0.0 0.0
H -2.29638 -1.69730 -6.31612 0.0 0.0 0.0
H -5.32012 -5.37445 1.06208 0.0 0.0 0.0
H 3.35127 2.48538 -5.94146 0.0 0.0 0.0
```
Forces are in eV/Å.

Computed properties:
Kohn-Sham gap (spin up / spin down): 4.819 / 6.140 eV
highest occupied orbital energy (spin up / spin down): -5.015 / -7.200 eV
expectation value of S²: 6.059
lowest unoccupied orbital energy (spin up / spin down): -0.197 / -1.060 eV
multiplicity: 5

Atomic partial charges in e from the Löwdin method, atoms 1 to 5: -0.013 -0.097 -0.064 -0.137 0.103

(2)
The following is a quantum chemistry calculation of a molecular structure, C47H43F3IN2OPtSSb, from OMol25.

XYZ file:
```
100
Properties=species:S:1:pos:R:3:forces:R:3
H -3.63285 7.16117 0.68169 0.0 0.0 0.0
C -2.07226 -1.09689 7.01303 0.0 0.0 0.0
C -4.71604 3.50567 1.23900 0.1 0.0 0.0
C 1.21342 -4.45382 -0.01432 0.1 0.0 0.0
F 2.63039 5.40558 -1.71656 0.0 0.0 0.0
H 4.68276 0.62089 1.40949 0.0 0.0 0.0
S 1.30094 0.36044 1.23262 0.0 -0.2 -0.1
C -5.54926 4.54099 1.64449 0.0 0.0 0.0
H 0.06857 3.35134 1.33402 0.0 0.0 0.0
C -2.78267 -2.25262 7.31712 0.0 0.0 0.0
H -3.62996 -4.05598 6.51849 0.0 0.0 0.0
H -4.75065 -0.44356 -3.95890 0.0 0.0 0.0
C -1.97045 -1.72848 4.67083 0.1 0.1 0.0
C -0.85540 -3.77744 -1.08353 0.0 -0.1 0.0
C 7.96792 0.31556 0.61187 0.0 0.0 0.0
C 4.26045 0.03132 -2.83726 0.0 0.1 -0.1
H -5.03857 2.48438 1.41754 0.0 0.0 0.0
H -1.08260 3.13204 -2.78728 0.0 0.0 0.0
C -3.38112 1.91306 -1.90449 -0.1 -0.1 0.0
H -3.22130 -5.18903 -0.73217 0.0 0.0 0.0
H -0.79785 -3.81824 -3.22676 0.0 0.0 0.0
C 1.33704 4.36817 -0.04230 0.0 0.0 0.0
C -0.43058 3.50351 -2.00641 0.0 0.0 0.0
H 2.50032 0.71200 -1.05293 0.1 0.0 -0.1
H 5.02369 1.65253 -1.61063 0.0 0.0 0.0
H 8.86312 0.91892 0.52646 0.0 0.0 0.0
H -1.11035 0.05645 5.47451 0.0 0.0 0.0
H -3.27655 -1.61966 0.15761 0.0 0.0 0.1
C -2.28366 -1.90683 -0.19750 0.0 -0.1 -0.2
H 1.51717 -4.58871 -3.37481 0.0 0.0 0.0
C 2.62550 -0.47182 0.46835 0.0 0.0 0.1
H 6.21747 0.42532 -1.98357 0.0 0.0 0.0
I -0.10057 -0.23298 -2.22969 0.1 0.0 -0.2
H 4.62675 -0.63222 -3.62578 0.0 0.0 0.0
H -2.15873 5.29825 -0.03928 0.0 0.0 0.0
H -1.82549 -0.39149 7.79815 0.0 0.0 0.0
C 7.99973 -1.06171 0.35619 0.0 0.0 0.0
C -0.69256 3.19481 -0.67433 0.1 0.0 0.0
O 4.52889 -3.37519 1.00052 -0.1 0.0 -0.1
H 4.55966 -1.41036 -1.27594 0.0 0.0 0.0
H -0.53357 -3.81968 1.03825 0.0 0.0 0.0
C 1.81281 -4.65764 -1.25403 -0.1 0.1 0.1
H 8.93471 -1.53144 0.06608 0.0 0.0 0.0
C -2.27461 -3.23025 -0.94188 0.0 0.1 0.0
H -3.52366 4.03222 -2.24599 0.0 0.0 0.0
Pt -0.67817 -0.86881 0.33794 0.1 0.3 0.3
C -3.11105 5.07205 0.42813 0.0 0.0 0.0
H 1.79401 -4.60179 0.88808 0.0 0.0 0.0
C 5.59822 0.13796 1.09403 0.0 0.0 0.0
C -2.94536 -3.02778 -2.31310 -0.1 0.0 0.0
H 2.05505 4.68507 0.70197 0.0 0.0 0.0
H -2.91407 -3.58993 4.20201 0.0 0.0 0.0
C 6.74885 0.88917 0.99489 0.0 0.0 0.0
H -2.38505 -2.31607 -2.92105 0.0 0.0 0.0
H 3.42410 0.59386 -3.26784 0.0 0.0 0.0
N 3.10910 -0.01178 -0.68836 -0.2 0.1 -0.1
H 0.90367 4.48610 -3.39985 0.0 0.0 0.0
C 0.68386 4.25173 -2.36656 0.0 0.0 0.0
C 5.37037 0.97931 -2.39615 0.0 0.0 0.0
C -1.56449 -1.45479 3.32886 0.0 0.0 0.1
C 4.48611 -2.12544 0.94432 -0.1 -0.1 0.0
H -3.09832 -2.45250 8.33389 0.0 0.0 0.0
F -5.56859 1.56072 -5.38207 0.0 0.0 0.0
H -3.40694 -0.23521 -1.87275 0.0 0.0 0.0
C -3.13053 -4.25442 -0.16816 0.0 0.0 0.0
C 0.21420 3.62102 0.29404 0.0 0.0 0.0
H -2.69407 -4.47787 0.80565 0.0 0.0 0.0
H 5.72548 1.58577 -3.23261 0.0 0.0 0.0
Sb -2.33655 1.98074 -0.02609 0.0 0.2 0.1
C -4.51143 2.93584 -3.78934 0.0 0.0 0.0
C -4.47612 0.52668 -3.56600 0.0 0.0 0.1
H 2.56114 -1.98980 1.72662 0.1 0.1 0.1
C 3.73956 -0.84488 -1.71448 0.0 0.0 0.0
H 2.99755 -1.55237 -2.09100 -0.1 -0.1 0.0
H 6.70221 1.94982 1.21962 0.0 0.0 0.0
C -3.08121 -3.14763 6.29770 0.0 0.0 0.0
H 6.89675 -2.90202 0.28102 0.0 0.0 0.0
C 5.61151 -1.26192 0.82683 0.1 0.0 0.1
C -1.67074 -0.83817 5.71274 0.0 0.0 0.0
F -5.93554 6.86139 1.81871 0.0 0.0 0.0
H -3.95008 -2.62418 -2.15544 0.0 0.0 0.0
H -4.82370 3.80593 -4.35204 0.0 0.0 0.0
C -3.48886 3.74352 0.61621 -0.1 0.0 -0.1
H -3.04468 -3.97114 -2.86209 0.0 0.0 0.0
C -0.09855 -4.02267 0.06652 0.0 0.0 0.0
C -3.73798 0.65798 -2.39514 0.1 0.0 -0.1
C 1.06521 -4.45074 -2.39876 0.0 0.0 0.0
H -4.13200 -3.84784 -0.00291 0.0 0.0 0.0
N 3.18326 -1.51313 1.08629 0.0 -0.1 0.1
H 2.85699 -4.93264 -1.30629 0.1 0.0 0.0
C -5.13027 5.83566 1.42555 0.0 0.0 0.0
C -0.25731 -4.01977 -2.31188 0.0 0.0 0.0
C -4.84515 1.67288 -4.23421 0.0 0.0 0.0
C -2.68147 -2.89095 4.99524 0.0 -0.1 0.0
C 6.86664 -1.83652 0.46711 0.0 0.1 0.0
C -1.21403 -1.21074 2.18930 0.0 -0.2 -0.1
C -3.92348 6.12880 0.82853 0.0 0.0 0.0
H -6.50055 4.35681 2.12667 0.0 0.0 0.0
C -3.77719 3.04368 -2.61381 -0.1 0.0 0.0
C 1.53985 4.67246 -1.37053 0.0 0.0 0.0
```
Forces are in eV/Å.

Computed properties:
Kohn-Sham gap (spin up / spin down): 4.109 / 6.724 eV
highest occupied orbital energy (spin up / spin down): -0.160 / -2.777 eV
total charge: -2
expectation value of S²: 2.029
lowest unoccupied orbital energy (spin up / spin down): 3.949 / 3.947 eV
multiplicity: 3

Atomic partial charges in e from the Löwdin method, atoms 1 to 5: 0.109 -0.113 -0.137 -0.085 0.029

Looking at energy for the records above, in order, we have -3753.7515; -3356.6036 Ha.